Entry from OMol25: a structure of composition C30H32BrFHgN3 (the ωB97M-V functional and the def2-TZVPD basis).

Values from the calculation:
Energy above the lowest of the compared OMol25 structures with the same formula, charge and spin = 6.3 kcal/mol
<S²> = 0.75
2S+1 = 2
Lowest unoccupied orbital energy (spin up / spin down) = 4.73 / 4.73 eV
Net charge = -2
HOMO (spin up / spin down) = -0.730 / -1.159 eV
HOMO-LUMO gap (spin up / spin down) = 5.46 / 5.88 eV

Last column: Löwdin charge in e.
Positions of all 68 atoms, in Å:
Hg1 0.3002 -0.8348 -2.4255  0.747
C1 -1.3579 -4.1346 -1.7636  -0.206
N1 -1.5296 -2.7332 -2.0710  -0.027
C2 -2.6947 -2.2662 -2.2714  -0.151
C3 -2.9480 -0.8871 -2.5849  -0.388
C4 -4.1884 -0.2604 -2.7305  -0.107
C5 -3.9104 1.0838 -3.0140  -0.146
C6 -2.5165 1.1919 -3.0331  -0.220
N2 -1.9333 0.0082 -2.7886  -0.063
C7 -0.6478 -4.3000 -0.4425  -0.217
C8 0.6602 -3.8416 -0.2957  -0.049
C9 1.2967 -3.9373 0.9316  -0.080
C10 0.6465 -4.5040 2.0220  -0.112
C11 -0.6460 -4.9831 1.8754  -0.115
C12 -1.2878 -4.8763 0.6470  -0.064
H1 -0.7520 -4.5838 -2.5567  0.101
H2 -2.3288 -4.6540 -1.7260  0.100
H3 -3.5789 -2.9166 -2.1827  0.115
H4 -5.1571 -0.7279 -2.6189  0.076
H5 -4.6188 1.8843 -3.1709  0.063
H6 -1.9183 2.0734 -3.2198  0.089
H7 1.1773 -3.4231 -1.1541  0.036
H8 2.3064 -3.5598 1.0355  0.092
H9 1.1463 -4.5683 2.9812  0.090
H10 -1.1622 -5.4270 2.7191  0.087
H11 -2.3052 -5.2369 0.5356  0.098
C13 -2.2023 1.8487 0.6707  -0.065
C14 -1.6576 0.6963 1.5139  -0.365
C15 -1.7220 -0.6048 0.7129  -0.072
C16 -0.2734 0.8878 2.1173  -0.139
C17 -0.1798 0.7487 3.5006  -0.074
C18 1.0346 0.7549 4.1655  -0.127
C19 2.1933 0.8357 3.4102  -0.075
C20 2.1550 0.9706 2.0270  -0.139
C21 3.4835 0.9160 1.2870  -0.373
C22 3.8644 2.1946 0.5349  -0.063
C23 3.5575 -0.2955 0.3533  -0.069
C24 0.9081 1.0768 1.3557  -0.195
N3 0.9141 1.2978 -0.0165  0.073
C25 0.8325 2.5560 -0.4467  -0.312
C26 0.5057 3.7069 0.3299  -0.057
C27 0.4231 4.9804 -0.2106  -0.149
C28 0.6843 5.2223 -1.5527  -0.162
C29 1.0664 4.1321 -2.3427  -0.067
C30 1.1423 2.8776 -1.8020  -0.256
F1 1.6179 1.8741 -2.5934  -0.042
H12 -3.2473 1.6508 0.4157  0.073
H13 -1.6509 1.9467 -0.2618  0.059
H14 -2.1474 2.8010 1.2027  0.070
H15 -2.3281 0.5835 2.3752  0.111
H16 -1.1260 -0.5059 -0.1924  0.008
H17 -2.7487 -0.8116 0.3990  0.075
H18 -1.3459 -1.4537 1.2893  0.078
H19 -1.0974 0.6184 4.0672  0.094
H20 1.0776 0.6624 5.2450  0.079
H21 3.1613 0.7846 3.9011  0.093
H22 4.2385 0.7709 2.0703  0.110
H23 3.3195 2.2728 -0.4025  0.061
H24 4.9352 2.1842 0.3059  0.067
H25 3.6479 3.0872 1.1261  0.078
H26 2.8432 -0.1834 -0.4628  0.044
H27 3.3157 -1.2145 0.8925  0.063
H28 4.5606 -0.3945 -0.0717  0.071
H29 0.2998 3.5587 1.3833  0.099
H30 0.1332 5.8035 0.4364  0.081
H31 0.6130 6.2165 -1.9754  0.067
H32 1.3328 4.2526 -3.3869  0.101
Br1 1.8140 -2.8928 -4.0681  -0.606



Entry from OMol25: a structure of composition C30H32ClN3PrSSi2 at a distorted geometry (the ωB97M-V functional and the def2-TZVPD basis).

Values from the calculation:
Energy above the lowest of the compared OMol25 structures with the same formula, charge and spin = 0.0 kcal/mol
<S²> = 2.00
2S+1 = 3
Lowest unoccupied orbital energy (spin up / spin down) = -3.67 / -3.59 eV
Net charge = +1
HOMO (spin up / spin down) = -9.435 / -9.435 eV
HOMO-LUMO gap (spin up / spin down) = 5.76 / 5.84 eV

Last column: Löwdin charge in e.
Positions of all 70 atoms, in Å:
C1 -1.1509 -0.4373 4.8615  -0.207
C2 -1.7571 -0.0144 3.6466  -0.188
C3 -1.9023 -1.1612 2.8203  -0.180
H1 -2.1054 0.9907 3.4203  0.130
C4 -1.3606 -2.2798 3.5099  -0.175
C5 -0.8886 -1.8343 4.7777  -0.182
H2 -0.4890 -2.4666 5.5709  0.121
H3 -0.9923 0.1900 5.7333  0.113
H4 -2.4241 -1.2046 1.8694  0.123
H5 -1.3607 -3.3071 3.1480  0.120
Pr1 0.6685 -0.6579 2.9414  0.923
Si1 1.2198 0.3591 -0.2971  0.173
C6 -0.0291 1.8564 -0.3181  -0.305
C7 0.4222 3.1212 -0.7316  -0.100
H6 1.4739 3.2649 -1.0219  0.114
C8 -0.4903 4.1833 -0.8255  -0.074
H7 -0.1475 5.1477 -1.2046  0.107
C9 -1.8182 4.0105 -0.4212  -0.088
H8 -2.5193 4.8374 -0.4770  0.102
C10 -2.2357 2.7855 0.1020  -0.082
H9 -3.2563 2.6369 0.4633  0.105
C11 -1.3305 1.7244 0.1912  -0.128
H10 -1.6548 0.7779 0.6522  0.080
C12 0.0733 -1.1999 -0.1709  -0.344
C13 -1.1770 -1.2479 -0.8152  -0.103
H11 -1.6049 -0.3517 -1.2765  0.097
C14 -1.8677 -2.4565 -0.9181  -0.042
H12 -2.7886 -2.5018 -1.5042  0.119
C15 -1.3764 -3.5992 -0.2762  -0.065
H13 -1.9183 -4.5432 -0.3705  0.114
C16 -0.2045 -3.5300 0.4749  -0.092
H14 0.1554 -4.4140 1.0111  0.116
C17 0.5482 -2.3497 0.5106  -0.213
H15 1.5303 -2.3440 1.0132  0.078
H16 1.1263 0.6400 1.1989  -0.130
Si2 1.4687 0.0728 -2.5565  0.661
C18 1.1023 -1.5775 -3.3509  -0.295
C19 0.3515 -1.6666 -4.5413  -0.086
H17 0.1103 -0.7544 -5.0906  0.098
C20 -0.1018 -2.9021 -5.0168  -0.080
H18 -0.6920 -2.9384 -5.9300  0.104
C21 0.1961 -4.0851 -4.3421  -0.085
H19 -0.1659 -5.0475 -4.7105  0.106
C22 0.9893 -4.0126 -3.1960  -0.091
H20 1.2384 -4.9306 -2.6630  0.103
C23 1.4678 -2.7871 -2.7251  -0.109
H21 2.1144 -2.7655 -1.8434  0.102
C24 0.6054 1.3918 -3.5806  -0.333
C25 -0.7964 1.4657 -3.6578  -0.107
H22 -1.4174 0.6931 -3.2002  0.095
C26 -1.4087 2.5673 -4.2674  -0.081
H23 -2.4942 2.6444 -4.2643  0.104
C27 -0.6506 3.5670 -4.8782  -0.082
H24 -1.1405 4.3956 -5.4012  0.108
C28 0.7408 3.4750 -4.8204  -0.083
H25 1.3381 4.2579 -5.2771  0.102
C29 1.3666 2.4086 -4.1726  -0.107
H26 2.4505 2.3727 -4.0894  0.097
H27 2.9206 0.4245 -2.2441  -0.048
Cl1 3.3613 -0.0115 0.3818  0.166
N1 2.2181 -0.6857 5.0254  -0.047
N2 1.7620 0.2578 6.0103  -0.043
C30 1.5321 1.5336 5.5661  -0.794
N3 1.4615 2.4381 6.5630  0.137
S1 1.3033 1.9330 3.9409  0.780
H28 3.1935 -0.4799 4.7769  0.131
H29 2.2179 -1.6148 5.4574  0.129
H30 2.2327 0.1781 6.9140  0.164
H31 1.2525 3.3955 6.3554  0.115
H32 1.5037 2.1621 7.5402  0.130



Entry from OMol25: a structure of composition C30H32CoN4O3STe at a distorted geometry (the ωB97M-V functional and the def2-TZVPD basis).

Values from the calculation:
Energy above the lowest of the compared OMol25 structures with the same formula, charge and spin = 23.1 kcal/mol
<S²> = 0.76
2S+1 = 2
Lowest unoccupied orbital energy (spin up / spin down) = 0.22 / 0.15 eV
Net charge = 0
HOMO (spin up / spin down) = -7.568 / -7.650 eV
HOMO-LUMO gap (spin up / spin down) = 7.78 / 7.80 eV

Last column: Löwdin charge in e.
Positions of all 72 atoms, in Å:
Co1 -2.4333 0.0909 1.2544  0.328
N1 -4.1428 0.8812 1.8954  -0.013
C1 -4.7370 1.4854 0.6776  -0.124
C2 -3.6182 2.0757 -0.1887  -0.619
O1 -3.8609 2.9272 -1.0209  0.057
O2 -2.4585 1.5496 0.0473  -0.205
H1 -4.7961 0.2416 2.3342  0.109
H2 -3.9237 1.6034 2.5749  0.113
H3 -5.4939 2.2385 0.8917  0.121
H4 -5.1884 0.6779 0.0995  0.118
C3 -2.4294 -5.5338 3.4518  -0.026
C4 -2.4669 -4.0765 3.1041  -0.328
C5 -2.1941 -3.1031 4.0718  -0.029
C6 -2.1536 -1.7957 3.6446  -0.117
N2 -2.3852 -1.4810 2.3785  -0.070
C7 -2.7402 -2.4687 1.5054  -0.818
S1 -3.1278 -1.8488 -0.0443  0.661
N3 -2.7471 -3.7624 1.8436  0.122
H5 -2.9034 -5.7234 4.4150  0.080
H6 -1.3891 -5.8606 3.5235  0.072
H7 -2.9218 -6.1136 2.6756  0.081
H8 -1.9835 -3.3670 5.0979  0.111
H9 -1.8879 -0.9812 4.3097  0.122
C8 4.2596 1.4072 -6.0094  -0.048
C9 3.2972 1.1975 -4.8738  -0.265
C10 1.9314 1.2425 -5.0694  -0.025
C11 1.0233 1.0471 -4.0286  -0.298
C12 -0.4352 1.1422 -4.4301  -0.085
C13 1.5078 0.7930 -2.7361  -0.273
Te1 -0.0608 0.5880 -1.2602  1.959
N4 -0.4465 -0.1105 0.7573  -0.110
C14 0.3357 -1.0962 0.5731  -0.622
O3 1.0193 -1.0729 -0.5744  -0.256
C15 0.6305 -2.2151 1.4987  -0.159
C16 0.9366 -1.9417 2.8263  -0.039
C17 1.2456 -2.9787 3.6941  -0.083
C18 1.2213 -4.2898 3.2408  -0.092
C19 0.8934 -4.5642 1.9184  -0.075
C20 0.6101 -3.5293 1.0418  -0.012
C21 0.2646 2.5593 -0.5386  -0.329
C22 -0.4611 3.4860 -1.2861  -0.134
C23 -0.3889 4.8365 -1.0006  -0.071
C24 0.4169 5.2658 0.0447  -0.077
C25 1.1194 4.3403 0.7939  -0.054
C26 1.0592 2.9694 0.5290  -0.278
C27 1.8354 2.0592 1.4444  -0.057
C28 2.8998 0.7574 -2.5174  -0.265
C29 3.5355 0.5672 -1.1662  -0.047
C30 3.7602 0.9556 -3.5868  -0.019
H10 3.7334 1.5708 -6.9490  0.073
H11 4.9095 0.5390 -6.1320  0.082
H12 4.9010 2.2709 -5.8258  0.082
H13 1.5423 1.4370 -6.0640  0.120
H14 -0.6903 0.3277 -5.1104  0.089
H15 -0.5996 2.0783 -4.9664  0.088
H16 -1.1539 1.1130 -3.6178  0.010
H17 0.9353 -0.9124 3.1664  0.116
H18 1.5003 -2.7635 4.7240  0.105
H19 1.4585 -5.1008 3.9179  0.104
H20 0.8641 -5.5880 1.5681  0.109
H21 0.3587 -3.7304 0.0087  0.127
H22 -1.1261 3.1532 -2.0776  0.094
H23 -0.9689 5.5415 -1.5807  0.109
H24 0.4890 6.3191 0.2829  0.103
H25 1.7380 4.6774 1.6186  0.113
H26 1.4031 2.0890 2.4471  0.088
H27 2.8736 2.3849 1.5217  0.085
H28 1.8285 1.0268 1.1214  0.033
H29 2.9049 0.0143 -0.4877  0.039
H30 3.7689 1.5409 -0.7271  0.087
H31 4.4730 0.0184 -1.2629  0.086
H32 4.8294 0.9214 -3.4028  0.122



Q: Among the records above, which one has the highest net charge?
A: C30H32ClN3PrSSi2